Entry from the Open Molecules 2025 dataset: a molecular structure, C21H16AgN3 in a non-equilibrium geometry (wB97M-V/def2-TZVPD).

## Properties
Total energy, Eh: -1120.97017
Gap between HOMO and LUMO, eV: 5.9417
Maximum force, hartree/bohr: 0.050

Each line ends with the natural charge from an NBO analysis.
Positions of all 41 atoms, in Å:
Ag (-1.63, -0.11, -1.78)  0.598
C (-2.93, 0.75, 2.35)  -0.254
C (-2.72, 0.70, 0.99)  0.059
N (-1.89, -0.18, 0.35)  -0.521
C (-1.10, -0.96, 1.14)  0.080
C (-1.11, -0.89, 2.54)  -0.132
C (-2.02, 0.04, 3.13)  -0.114
C (-0.32, -1.79, 3.32)  -0.169
C (0.30, -1.61, 4.52)  -0.199
C (0.71, -0.41, 5.23)  0.166
C (0.89, 0.84, 4.65)  -0.289
C (1.45, 1.83, 5.43)  0.074
N (1.70, 1.60, 6.72)  -0.447
C (1.50, 0.41, 7.19)  0.256
N (1.08, -0.62, 6.51)  -0.437
H (-3.65, 1.42, 2.75)  0.236
H (-3.29, 1.38, 0.33)  0.208
H (-0.40, -1.57, 0.59)  0.218
H (-1.98, 0.22, 4.19)  0.228
H (-0.13, -2.71, 2.76)  0.226
H (0.35, -2.51, 5.18)  0.245
H (0.63, 1.08, 3.61)  0.228
H (1.78, 2.80, 5.04)  0.207
H (1.71, 0.32, 8.26)  0.183
C (-0.02, -0.62, -7.22)  -0.229
C (-1.18, -0.74, -6.47)  -0.232
C (-1.26, -0.33, -5.14)  -0.199
C (-0.06, 0.01, -4.48)  0.003
C (0.00, 0.06, -3.07)  -0.410
C (1.19, 0.39, -2.46)  -0.292
C (2.32, 0.73, -3.21)  -0.214
C (2.32, 0.57, -4.59)  -0.209
C (1.18, 0.17, -5.26)  -0.105
C (1.12, -0.06, -6.68)  -0.185
H (-0.05, -0.95, -8.26)  0.209
H (-2.06, -1.22, -7.02)  0.205
H (-2.21, -0.43, -4.60)  0.207
H (1.30, 0.54, -1.38)  0.189
H (3.19, 1.10, -2.70)  0.202
H (3.27, 0.68, -5.14)  0.204
H (2.01, 0.07, -7.31)  0.207

***

Entry from the Open Molecules 2025 dataset: a molecular structure, C6H18GaN5O8P in a non-equilibrium geometry (wB97M-V/def2-TZVPD).

## Properties
Total energy, Eh: -3381.04929
Gap between HOMO and LUMO, eV: 5.9907
Net charge: -1
Maximum force, hartree/bohr: 0.020

Each line ends with the natural charge from an NBO analysis.
Positions of all 39 atoms, in Å:
C (3.35, 0.34, 1.63)  -0.410
N (2.93, 0.32, 0.23)  -0.625
C (1.75, 1.20, -0.04)  -0.741
Ga (0.09, 0.11, -0.45)  1.236
C (-1.60, 1.21, -0.80)  -0.986
C (-1.64, 2.51, -0.12)  0.164
N (-1.46, 2.68, 1.12)  -0.690
O (0.39, -0.82, -2.15)  -0.664
N (1.49, -1.55, -2.11)  0.359
O (1.55, -2.34, -3.01)  -0.435
P (-0.39, -1.49, 1.25)  0.736
O (-0.55, -2.95, 0.42)  -0.995
O (-2.03, -1.21, 1.60)  -1.026
H (2.91, -0.47, 2.19)  0.193
H (4.43, 0.20, 1.67)  0.175
H (3.13, 1.29, 2.14)  0.152
H (3.71, 0.67, -0.30)  0.334
H (1.56, 1.86, 0.81)  0.183
H (2.01, 1.80, -0.90)  0.186
H (-2.44, 0.61, -0.45)  0.250
H (-1.73, 1.38, -1.86)  0.215
H (-1.86, 3.39, -0.73)  0.123
H (-1.55, 3.67, 1.32)  0.312
H (-1.26, -3.42, 0.89)  0.477
H (-2.07, -0.43, 2.17)  0.491
C (-1.11, 2.17, 5.39)  -0.487
N (-0.65, 0.98, 4.61)  0.528
O (-0.56, 1.11, 3.41)  -0.332
O (-0.39, -0.02, 5.26)  -0.390
H (-1.30, 2.98, 4.69)  0.232
H (-2.01, 1.88, 5.92)  0.226
H (-0.32, 2.43, 6.09)  0.225
C (-0.24, -2.96, -5.17)  -0.483
N (-1.10, -2.75, -6.38)  0.534
O (-0.54, -2.56, -7.44)  -0.401
O (-2.30, -2.79, -6.22)  -0.395
H (0.79, -2.90, -5.46)  0.233
H (-0.49, -2.18, -4.45)  0.271
H (-0.48, -3.94, -4.77)  0.228

***

Entry from the Open Molecules 2025 dataset: a molecular structure, C5H4AsF14NaO in a non-equilibrium geometry (wB97M-V/def2-TZVPD).

## Properties
Total energy, Eh: -4064.48220
Gap between HOMO and LUMO, eV: 10.4199
Energy relative to the best compared isomer or geometry (same formula, charge and spin), kcal per mole: 42.3
Maximum force, hartree/bohr: 0.080

Each line ends with the natural charge from an NBO analysis.
Positions of all 26 atoms, in Å:
Na (-1.70, 0.14, 1.97)  0.988
As (-0.29, 3.43, 2.92)  2.774
F (0.98, 4.14, 4.07)  -0.613
F (-0.84, 5.06, 2.39)  -0.597
F (-1.44, 2.54, 1.87)  -0.676
F (0.18, 1.83, 3.72)  -0.656
F (-1.51, 3.51, 4.27)  -0.619
F (0.96, 3.28, 1.65)  -0.605
C (-0.04, -0.70, -1.70)  -0.164
C (0.98, -0.20, -0.72)  0.604
C (2.19, 0.44, -1.45)  0.512
F (2.93, -0.40, -2.13)  -0.316
F (1.78, 1.44, -2.19)  -0.318
F (0.63, 0.74, 0.26)  -0.335
F (1.46, -1.25, -0.06)  -0.320
O (-1.22, -1.07, -1.12)  -0.530
C (-1.63, -2.42, -1.50)  0.850
C (-0.75, -3.47, -0.86)  0.495
F (0.55, -3.35, -1.18)  -0.320
F (-0.83, -3.50, 0.43)  -0.300
F (-2.81, -2.63, -1.05)  -0.284
F (-1.62, -2.58, -2.84)  -0.312
H (0.41, -1.50, -2.29)  0.237
H (-0.20, 0.12, -2.40)  0.215
H (2.97, 0.85, -0.81)  0.152
H (-1.12, -4.42, -1.26)  0.140

***

Entry from the Open Molecules 2025 dataset: a molecular structure, C10H15AuBCl3F4N10O2PS2 (wB97M-V/def2-TZVPD).

## Properties
Total energy, Eh: -4166.75720
Gap between HOMO and LUMO, eV: 7.2622
Energy relative to the best compared isomer or geometry (same formula, charge and spin), kcal per mole: 0.0
Net charge: -1
Maximum force, hartree/bohr: 0.004

Each line ends with the natural charge from an NBO analysis.
Positions of all 49 atoms, in Å:
Au (1.23, 1.25, 0.10)  1.375
N (3.78, 2.54, 1.94)  -0.583
C (2.51, 2.57, 2.46)  0.474
N (2.20, 3.12, 3.61)  -0.369
N (0.86, 2.94, 3.73)  -0.070
N (0.37, 2.34, 2.72)  -0.095
N (1.41, 2.06, 1.88)  -0.425
C (4.04, 2.25, 0.62)  0.462
N (5.21, 2.41, 0.04)  -0.374
N (5.00, 1.99, -1.24)  -0.079
N (3.79, 1.60, -1.41)  -0.080
N (3.15, 1.76, -0.23)  -0.485
H (4.48, 3.04, 2.45)  0.431
C (-1.02, -4.26, 1.97)  -0.648
C (-1.96, -3.12, 2.32)  0.122
C (-3.35, -3.31, 1.73)  -0.632
O (-1.46, -1.81, 1.93)  -0.840
P (-0.60, -1.44, 0.65)  1.700
S (-0.97, 0.58, 0.49)  -0.423
S (1.28, -1.89, 0.66)  -0.638
O (-1.46, -2.17, -0.48)  -0.869
C (-1.08, -2.07, -1.89)  0.104
C (-2.32, -1.68, -2.65)  -0.623
C (-0.50, -3.40, -2.31)  -0.633
H (-1.43, -5.18, 2.39)  0.209
H (-0.03, -4.09, 2.39)  0.235
H (-0.92, -4.37, 0.89)  0.222
H (-2.04, -3.04, 3.40)  0.186
H (-3.30, -3.40, 0.65)  0.225
H (-3.98, -2.45, 1.98)  0.219
H (-3.81, -4.21, 2.15)  0.204
H (-0.33, -1.28, -1.98)  0.220
H (-3.10, -2.44, -2.52)  0.193
H (-2.09, -1.57, -3.71)  0.218
H (-2.69, -0.72, -2.29)  0.235
H (-1.24, -4.19, -2.18)  0.197
H (0.38, -3.63, -1.70)  0.232
H (-0.20, -3.36, -3.35)  0.215
Cl (-1.15, 6.61, 0.77)  0.054
C (-0.68, 5.26, -0.30)  -0.207
Cl (-1.71, 3.87, 0.02)  0.104
Cl (-0.82, 5.77, -1.99)  0.079
C (0.71, 4.92, -0.01)  0.225
N (1.81, 4.69, 0.24)  -0.254
F (0.41, 2.79, -2.24)  -0.560
B (0.36, 1.56, -2.87)  1.373
F (1.02, 0.58, -1.83)  -0.546
F (1.12, 1.46, -3.99)  -0.531
F (-0.92, 1.09, -3.01)  -0.549

***

Entry from the Open Molecules 2025 dataset: a molecular structure, C28H24BF4FeN5O4 (wB97M-V/def2-TZVPD).

## Properties
Total energy, Eh: -3344.42470
Gap between HOMO and LUMO (alpha / beta), eV: 6.0875 / 5.9297
Energy relative to the best compared isomer or geometry (same formula, charge and spin), kcal per mole: 39.2
Multiplicity: 5
Net charge: -2
Maximum force, hartree/bohr: 0.013

Each line ends with the natural charge from an NBO analysis.
Positions of all 67 atoms, in Å:
Fe (1.28, 0.89, 0.20)  1.356
C (0.20, 4.19, -2.34)  -0.664
C (0.12, 3.38, -1.06)  0.433
O (1.03, 2.46, -0.98)  -0.821
C (-0.89, 3.61, -0.18)  -0.530
C (-1.02, 2.97, 1.14)  0.223
C (-2.34, 2.32, 1.46)  -0.642
N (-0.15, 2.98, 2.07)  -0.284
N (0.99, 3.75, 1.96)  -0.402
C (2.11, 3.17, 1.70)  0.509
O (2.34, 1.94, 1.36)  -0.809
C (3.33, 4.04, 1.80)  0.022
C (3.30, 5.27, 2.45)  -0.215
C (4.44, 6.05, 2.53)  -0.237
C (5.63, 5.62, 1.95)  -0.253
C (5.66, 4.40, 1.30)  -0.219
C (4.52, 3.61, 1.22)  -0.225
H (-0.10, 3.58, -3.19)  0.198
H (-0.42, 5.09, -2.29)  0.193
H (1.24, 4.48, -2.50)  0.212
H (-1.68, 4.30, -0.47)  0.189
H (-3.15, 3.03, 1.27)  0.182
H (-2.50, 1.44, 0.83)  0.228
H (-2.35, 2.00, 2.50)  0.230
H (2.36, 5.59, 2.89)  0.233
H (4.41, 7.00, 3.05)  0.190
H (6.53, 6.23, 2.02)  0.188
H (6.58, 4.05, 0.84)  0.191
H (4.52, 2.65, 0.72)  0.242
C (-4.42, -3.49, 2.11)  -0.262
O (-4.80, -4.06, 0.87)  -0.509
C (-3.78, -4.38, 0.02)  0.298
C (-2.44, -4.42, 0.38)  -0.296
C (-1.47, -4.70, -0.56)  -0.161
C (-1.81, -4.92, -1.91)  0.035
C (-3.17, -4.95, -2.24)  -0.202
C (-4.14, -4.68, -1.30)  -0.272
N (-0.91, -5.05, -2.95)  -0.245
N (0.37, -4.87, -2.65)  -0.260
C (0.91, -3.79, -2.09)  0.098
C (2.16, -3.93, -1.42)  -0.214
C (2.76, -2.92, -0.70)  -0.290
C (2.15, -1.65, -0.58)  0.389
O (2.61, -0.68, 0.11)  -0.698
C (0.90, -1.47, -1.30)  0.097
N (0.36, -0.24, -1.14)  -0.433
C (-0.74, 0.08, -1.78)  0.085
C (-1.35, -0.82, -2.67)  -0.253
C (-0.82, -2.08, -2.83)  -0.151
C (0.32, -2.45, -2.10)  -0.046
H (-5.34, -3.12, 2.56)  0.179
H (-3.72, -2.66, 1.97)  0.230
H (-3.97, -4.24, 2.77)  0.162
H (-2.12, -4.18, 1.39)  0.244
H (-0.44, -4.72, -0.25)  0.223
H (-3.44, -5.15, -3.27)  0.206
H (-5.19, -4.66, -1.57)  0.206
H (2.59, -4.93, -1.43)  0.206
H (3.68, -3.10, -0.16)  0.208
H (-1.14, 1.07, -1.59)  0.224
H (-2.23, -0.51, -3.21)  0.207
H (-1.28, -2.78, -3.51)  0.227
F (-2.15, -1.21, 0.71)  -0.581
B (-1.22, -1.13, 1.78)  1.352
F (-0.31, -0.07, 1.47)  -0.580
F (-0.52, -2.34, 1.87)  -0.574
F (-1.89, -0.86, 2.97)  -0.568

***

Entry from the Open Molecules 2025 dataset: a molecular structure, C16H29N2Rh in a non-equilibrium geometry (wB97M-V/def2-TZVPD).

## Properties
Total energy, Eh: -846.27762
Gap between HOMO and LUMO (alpha / beta), eV: 7.7786 / 6.1322
Energy relative to the best compared isomer or geometry (same formula, charge and spin), kcal per mole: 7.1
Multiplicity: 5
Net charge: +2
Maximum force, hartree/bohr: 0.046

Each line ends with the natural charge from an NBO analysis.
Positions of all 48 atoms, in Å:
C (1.02, 1.75, -1.37)  -0.356
H (1.69, 1.85, -0.51)  0.246
H (1.54, 1.46, -2.26)  0.230
H (1.09, 0.92, 1.22)  0.191
C (-0.02, 2.80, -1.28)  -0.495
H (-1.00, 2.57, -1.72)  0.238
H (-0.23, 3.00, -0.23)  0.233
C (0.62, 3.98, -1.98)  -0.583
H (-0.11, 4.77, -2.12)  0.253
H (1.43, 4.34, -1.36)  0.227
H (1.04, 3.70, -2.97)  0.223
C (-0.79, -1.73, -0.16)  -0.012
C (-1.41, -0.84, -1.08)  -0.006
C (-0.46, -0.49, -2.09)  0.035
C (0.77, -1.11, -1.74)  -0.047
C (0.56, -1.86, -0.55)  0.139
C (1.59, -2.71, 0.14)  -0.692
C (2.02, -1.16, -2.60)  -0.655
C (-0.75, 0.25, -3.37)  -0.664
C (-2.83, -0.36, -1.01)  -0.664
C (-1.40, -2.31, 1.04)  -0.665
Rh (0.31, 0.47, -0.14)  0.814
H (2.85, -1.54, -2.01)  0.244
H (1.86, -1.86, -3.43)  0.269
H (2.30, -0.20, -3.04)  0.236
H (2.62, -2.47, -0.16)  0.251
H (1.53, -2.59, 1.23)  0.244
H (1.40, -3.76, -0.10)  0.280
H (-2.21, -1.68, 1.43)  0.244
H (-1.82, -3.29, 0.82)  0.275
H (-0.67, -2.43, 1.84)  0.233
H (-3.01, 0.58, -1.56)  0.244
H (-3.50, -1.13, -1.43)  0.272
H (-3.13, -0.20, 0.04)  0.245
H (-0.03, 1.04, -3.59)  0.241
H (-0.73, -0.45, -4.21)  0.276
H (-1.75, 0.68, -3.32)  0.246
C (1.16, 0.40, 5.32)  -0.401
N (-0.02, -0.08, 4.61)  -0.426
C (-1.24, -0.46, 5.32)  -0.404
C (-0.05, -0.04, 3.31)  0.668
N (0.02, 0.32, 2.20)  -0.618
H (0.96, 0.34, 6.39)  0.246
H (1.40, 1.44, 5.04)  0.225
H (2.03, -0.22, 5.06)  0.226
H (-2.07, 0.20, 5.04)  0.224
H (-1.52, -1.49, 5.02)  0.223
H (-1.04, -0.41, 6.39)  0.246